Arrangement w

# C3H10NSi

The ion C3H10NSi with charge +1 (ωB97M-V/def2-TZVPD, the OMol25 dataset).

```
! RIJCOSX wB97M-V def2-TZVPD def2/J DEFGRID3
* xyz 1 1
C -2.24 -0.91 -0.34
C -1.16 -0.44 0.26
C 0.04 0.13 -0.40
N 0.25 1.58 0.01
Si 1.64 -0.89 0.21
H -3.02 -1.29 0.20
H -2.39 -0.64 -1.44
H -1.15 -0.40 1.34
H -0.13 0.00 -1.52
H 1.22 1.93 -0.11
H 0.03 1.78 1.08
H -0.44 2.07 -0.58
H 1.16 -2.33 0.29
H 2.43 -0.33 -0.94
H 2.20 -0.62 1.46
*
```

Molecular weight, g mol⁻¹: 88.2
HOMO-LUMO gap, eV: 9.94
LUMO, eV: -4.001
HOMO, eV: -13.94


Arrangement x

# C3H10NSi

A structure of composition C3H10NSi (ωB97M-V/def2-TZVPD, the OMol25 dataset).

```
! RIJCOSX wB97M-V def2-TZVPD def2/J DEFGRID3
* xyz 1 1
C 0.96 0.64 0.17
C 0.92 -0.75 -0.37
C -1.53 0.25 0.82
N -0.27 0.78 1.10
Si 0.51 -1.08 -2.11
H 1.79 0.80 0.95
H 0.95 1.51 -0.62
H 0.79 -1.47 0.46
H -1.39 -1.02 0.30
H -2.27 0.40 1.61
H -2.04 0.67 -0.06
H 0.04 0.10 1.85
H -0.06 1.71 1.38
H 0.20 -2.38 -2.47
H 1.40 -0.17 -3.02
*
```

Molecular weight, g mol⁻¹: 88.2
HOMO-LUMO gap, eV: 8.18
LUMO, eV: -4.537
HOMO, eV: -12.72


Most stable: arrangement w. Least stable: arrangement x.


Arrangement w

# C2H3BrF2

A cluster of 2 separate species, C2H3BrF2 in total (ωB97M-V/def2-TZVPD, the OMol25 dataset).

```
! RIJCOSX wB97M-V def2-TZVPD def2/J DEFGRID3
* xyz 0 1
C 0.12 0.01 0.20
C 1.36 0.42 0.94
F 2.65 0.23 0.49
F 1.16 -0.92 2.31
Br 1.41 1.99 1.89
H 0.24 -0.83 -0.55
H -0.51 -0.29 1.12
H -0.44 0.87 -0.31
*
```

Molecular weight, g mol⁻¹: 144.9
HOMO-LUMO gap, eV: 11.10
LUMO, eV: -0.236
HOMO, eV: -11.34


Arrangement x

# C2H3BrF2

A cluster of 2 separate species, C2H3BrF2 in total (ωB97M-V/def2-TZVPD, the OMol25 dataset).

```
! RIJCOSX wB97M-V def2-TZVPD def2/J DEFGRID3
* xyz 0 1
C 0.23 0.10 0.19
C -2.97 0.83 0.11
F -3.13 1.78 -0.78
F -2.92 1.16 1.37
Br -4.01 -0.69 -0.16
H -0.68 -0.41 -0.06
H 0.86 0.62 -0.52
H 0.42 0.29 1.22
*
```

Molecular weight, g mol⁻¹: 144.9
HOMO-LUMO gap (spin up / spin down), eV: 8.79 / 8.88
LUMO (spin up / spin down), eV: -0.177 / 0.066
HOMO (spin up / spin down), eV: -8.97 / -8.81


Most stable: arrangement w. Least stable: arrangement x.


Arrangement w

# C3H2F2OS

An isolated molecule of C3H2F2OS (ωB97M-V/def2-TZVPD, the OMol25 dataset).

```
! RIJCOSX wB97M-V def2-TZVPD def2/J DEFGRID3
* xyz 0 1
C -0.23 -1.86 -1.45
C 0.34 -0.90 -1.02
C -0.14 0.61 1.09
O 0.97 1.72 -1.13
F 0.59 1.06 2.15
F -1.14 1.46 0.81
S 1.24 0.63 -0.23
H -1.01 -2.45 -1.75
H -0.63 -0.27 1.53
*
```

Molecular weight, g mol⁻¹: 124.1
HOMO-LUMO gap, eV: 10.79
LUMO, eV: 0.280
HOMO, eV: -10.51


Arrangement x

# C3H2F2OS

An isolated molecule of C3H2F2OS (ωB97M-V/def2-TZVPD, the OMol25 dataset).

```
! RIJCOSX wB97M-V def2-TZVPD def2/J DEFGRID3
* xyz 0 1
C -0.38 0.24 0.55
C 0.47 0.70 -0.62
C -0.14 -1.17 0.02
H 1.41 1.22 -0.40
H -0.06 1.18 -1.44
O 0.74 -0.72 -0.95
F -1.65 0.71 0.51
F 0.12 0.49 1.76
S -0.51 -2.65 0.56
*
```

Molecular weight, g mol⁻¹: 124.1
HOMO-LUMO gap, eV: 9.12
LUMO, eV: -0.433
HOMO, eV: -9.55


Most stable: arrangement x. Least stable: arrangement w.


Arrangement w

# C2H8N3P

A cluster of 2 separate species, C2H8N3P in total (ωB97M-V/def2-TZVPD, the OMol25 dataset).

```
! RIJCOSX wB97M-V def2-TZVPD def2/J DEFGRID3
* xyz 0 1
C 0.03 -1.64 2.04
C 0.01 2.11 -0.74
N -0.52 -2.15 0.80
N -0.82 -1.50 -0.13
N -1.17 -1.14 -1.14
P 0.97 0.63 -1.38
H -0.26 -2.47 2.72
H -0.65 -0.74 2.26
H 1.06 -1.43 1.68
H -1.10 1.77 -0.59
H 0.29 1.98 0.29
H 0.07 3.03 -1.27
H 1.94 1.34 -2.11
H 0.14 0.20 -2.43
*
```

Molecular weight, g mol⁻¹: 105.1
HOMO-LUMO gap, eV: 9.82
LUMO, eV: 0.787
HOMO, eV: -9.03


Arrangement x

# C2H8N3P

An isolated molecule of C2H8N3P (ωB97M-V/def2-TZVPD, the OMol25 dataset).

```
! RIJCOSX wB97M-V def2-TZVPD def2/J DEFGRID3
* xyz 0 1
C 1.20 -0.19 0.80
C 1.11 -0.05 -0.71
N -1.23 0.08 -0.70
N -3.60 0.62 0.53
N -0.17 -0.68 -0.98
P -2.77 -0.69 0.08
H 1.17 -1.17 1.20
H 2.24 0.28 1.22
H 0.23 0.39 1.15
H 1.01 1.01 -0.79
H 1.87 -0.45 -1.40
H -3.19 1.59 0.57
H -4.47 0.57 0.03
H -0.38 -1.63 -0.99
*
```

Molecular weight, g mol⁻¹: 105.1
HOMO-LUMO gap (spin up / spin down), eV: 7.79 / 7.53
LUMO (spin up / spin down), eV: 0.809 / 0.378
HOMO (spin up / spin down), eV: -6.98 / -7.15


Most stable: arrangement x. Least stable: arrangement w.